(1)
{
  "formula": "C4H6ClFS2",
  "method": "ωB97M-V/def2-TZVPD",
  "elements": ["C", "C", "C", "S", "S", "C", "F", "Cl", "H", "H", "H", "H", "H", "H"],
  "positions_angstrom": [[-0.37267, 1.57659, -1.04102], [-0.22221, 0.16786, -0.52135], [1.27827, -0.05879, -0.15093], [1.94904, -1.49133, -0.65374], [2.14767, 1.18247, 0.73220], [-1.29577, -0.19466, 0.54010], [-0.98111, -1.33844, 1.24081], [-2.98801, 0.04234, -0.15940], [-1.22206, 1.60114, -1.58412], [-0.18009, 2.21617, -0.14672], [0.46737, 1.86969, -1.92334], [-0.48082, -0.64606, -1.12995], [0.72845, 1.58288, 0.91976], [-1.55965, 0.69814, 1.19086]],
  "forces_ev_per_angstrom": [[4.69, 0.11, -0.93], [0.73, -0.45, 1.24], [0.11, -2.55, -0.55], [-0.20, 1.44, 0.50], [-3.63, -0.02, 0.07], [-0.04, 3.31, 1.92], [-1.05, 1.10, -1.17], [0.39, -1.55, -0.48], [-3.27, 1.01, -1.03], [-1.05, 0.39, -1.39], [-1.86, -0.99, 2.72], [0.35, -0.70, -2.16], [3.18, 0.32, 0.78], [1.65, -1.42, 0.47]],
  "mulliken_charge": [-1.168, -0.739, 0.287, -0.212, -0.143, 0.323, -0.222, -0.188, 0.538, 0.397, 0.222, 0.582, 0.133, 0.189],
  "total_energy_ha": -1512.34199,
  "smiles": "C[C@@H](C(=S)S)[C@H](F)Cl",
  "de_lowest_kj_mol": 232.24,
  "largest_force_ev_per_a": 4.78,
  "orbital_gap_ev": 8.34,
  "homo_ev": -8.9
}

=====

(2)
{
  "formula": "C29H29CoO2P",
  "method": "ωB97M-V/def2-TZVPD",
  "elements": ["Co", "C", "C", "C", "C", "C", "C", "C", "C", "C", "C", "H", "H", "H", "H", "H", "H", "H", "H", "H", "H", "H", "H", "H", "H", "H", "O", "C", "O", "C", "C", "C", "C", "C", "C", "P", "C", "C", "C", "C", "C", "C", "C", "C", "C", "C", "C", "C", "H", "H", "H", "H", "H", "H", "H", "H", "H", "H", "H", "H", "H", "H"],
  "positions_angstrom": [[1.29716, 0.80096, 0.20675], [2.96242, 1.36690, 1.31367], [1.79114, 1.67592, 2.07349], [1.10156, 0.47179, 2.29498], [1.91076, -0.61842, 1.77578], [3.04592, -0.06650, 1.18469], [4.20774, -0.76592, 0.55212], [1.62125, -2.06648, 1.99655], [-0.16109, 0.32918, 3.08461], [1.38310, 3.02817, 2.57071], [4.03216, 2.31213, 0.86187], [5.12206, -0.59358, 1.12530], [4.39067, -0.40636, -0.46169], [4.05404, -1.84286, 0.49521], [1.85642, -2.32991, 3.03228], [2.21837, -2.70636, 1.34834], [0.57361, -2.31333, 1.84061], [-0.73267, -0.54947, 2.78931], [-0.80518, 1.20221, 2.97110], [0.06329, 0.22408, 4.15055], [1.58762, 3.12935, 3.63942], [0.31689, 3.21692, 2.43140], [1.92061, 3.82218, 2.05521], [4.97958, 2.10771, 1.36738], [3.76751, 3.34746, 1.07002], [4.20829, 2.23412, -0.21221], [2.05857, 1.83407, -3.50092], [1.28325, 1.30133, -2.73499], [1.07958, 1.64108, -1.50363], [0.44768, 0.12026, -3.21479], [0.53854, -0.22129, -4.55725], [-0.25465, -1.22083, -5.09575], [-1.16256, -1.88247, -4.28510], [-1.25058, -1.55883, -2.93895], [-0.43539, -0.57476, -2.37873], [-0.57514, -0.14907, -0.59432], [-1.91722, 1.08311, -0.56307], [-3.13117, 0.84629, -1.20591], [-4.14342, 1.79058, -1.16483], [-3.94804, 2.98602, -0.48214], [-2.74064, 3.23340, 0.15080], [-1.72676, 2.28427, 0.10787], [-1.35983, -1.63214, 0.12631], [-0.76166, -2.88234, -0.05098], [-1.28684, -4.01217, 0.55310], [-2.41250, -3.90866, 1.36088], [-3.00572, -2.67204, 1.55783], [-2.48351, -1.54031, 0.94241], [1.23656, 0.33805, -5.16544], [-0.17923, -1.47111, -6.14608], [-1.80505, -2.65285, -4.69196], [-1.96436, -2.08932, -2.32511], [-3.28706, -0.08004, -1.74634], [-5.08145, 1.59809, -1.66883], [-4.73647, 3.72705, -0.45314], [-2.57832, 4.16837, 0.67120], [-0.77555, 2.48786, 0.58445], [0.12694, -2.97363, -0.66433], [-0.81351, -4.97307, 0.39865], [-2.82327, -4.79003, 1.83594], [-3.88108, -2.58247, 2.18790], [-2.96339, -0.58228, 1.09781]],
  "forces_ev_per_angstrom": [[-1.01, -1.42, 0.38], [0.08, 0.08, -0.08], [0.28, 0.29, 0.02], [-0.05, 0.08, -0.14], [-0.10, 0.12, -0.18], [0.33, 0.36, -0.10], [-0.03, -0.10, -0.07], [-0.02, -0.01, 0.11], [0.01, -0.05, 0.08], [-0.08, 0.05, -0.04], [0.01, 0.05, -0.04], [-0.01, 0.00, 0.02], [0.00, 0.03, 0.01], [-0.03, 0.00, 0.00], [0.04, 0.00, -0.01], [-0.01, 0.00, -0.03], [0.04, 0.06, 0.05], [0.00, -0.03, -0.04], [0.00, 0.00, -0.02], [0.00, 0.01, 0.00], [0.03, -0.02, 0.00], [-0.01, -0.03, 0.02], [0.00, -0.01, -0.02], [-0.02, -0.02, 0.02], [-0.02, 0.00, -0.01], [-0.01, -0.03, 0.00], [-0.04, 0.14, -0.05], [0.18, -0.51, 0.18], [0.43, 0.61, 0.17], [-0.03, 0.12, 0.03], [-0.01, 0.00, -0.05], [0.01, 0.01, -0.01], [-0.02, 0.01, 0.06], [0.06, -0.04, 0.00], [-0.07, 0.05, 0.03], [0.14, 0.24, -0.20], [-0.02, -0.03, -0.05], [-0.04, 0.01, -0.04], [0.05, 0.02, 0.03], [-0.02, 0.00, -0.01], [0.03, -0.02, 0.00], [-0.03, 0.05, 0.03], [0.03, -0.03, 0.03], [-0.06, 0.01, -0.09], [-0.02, 0.02, -0.03], [0.00, -0.01, 0.01], [0.02, 0.02, -0.01], [-0.06, -0.02, 0.02], [0.00, 0.00, 0.00], [0.02, 0.00, 0.00], [0.00, 0.00, -0.01], [0.00, -0.05, 0.07], [0.01, 0.01, 0.01], [-0.01, 0.00, 0.00], [0.00, 0.00, 0.00], [-0.01, 0.00, 0.00], [0.02, -0.03, -0.01], [0.01, 0.03, -0.04], [0.00, 0.00, 0.00], [0.00, 0.00, 0.00], [0.00, 0.00, 0.00], [0.02, -0.01, 0.01]],
  "mulliken_spin": [1.072, -0.101, 0.111, -0.125, -0.018, 0.064, -0.007, 0.009, 0.013, 0.000, 0.010, 0.003, 0.002, 0.000, -0.001, 0.000, -0.002, -0.001, 0.000, -0.003, 0.003, 0.004, -0.001, -0.003, 0.000, -0.004, 0.001, 0.006, 0.005, -0.003, -0.003, 0.000, 0.000, 0.001, -0.004, -0.032, -0.011, 0.000, 0.000, 0.000, 0.003, -0.018, 0.006, -0.004, 0.000, -0.001, 0.000, -0.001, 0.000, 0.000, 0.000, 0.000, 0.000, 0.000, 0.000, 0.000, 0.030, 0.000, 0.000, 0.000, 0.000, 0.000],
  "total_energy_ha": -2997.12094,
  "multiplicity": 2,
  "de_lowest_kj_mol": 0.00,
  "largest_force_ev_per_a": 1.79,
  "orbital_gap_ev": [7.80, 8.73],
  "s_squared": 0.797,
  "homo_ev": [-7.6, -8.2]
}

=====

(3)
{
  "formula": "Cl3H3Si3",
  "method": "ωB97M-V/def2-TZVPD",
  "elements": ["Si", "Si", "Si", "Cl", "Cl", "Cl", "H", "H", "H"],
  "positions_angstrom": [[-2.20038, -1.42363, 0.06878], [-0.68199, -0.02414, 0.97395], [1.46837, -0.71764, 0.39029], [-2.01976, -0.40477, -1.71174], [2.41543, -2.09838, 1.48415], [1.16952, -1.78038, -1.40443], [-3.62024, -1.67656, -0.20510], [0.74850, 2.20983, 1.25089], [2.50733, 0.47367, 0.35775]],
  "forces_ev_per_angstrom": [[-0.10, -1.24, -0.89], [1.11, 2.41, 1.41], [0.99, 0.85, -1.27], [0.44, 0.66, -0.69], [0.29, -0.73, 1.06], [0.31, 0.62, 0.14], [-0.58, -0.01, 0.91], [-1.13, -1.33, -0.39], [-1.32, -1.22, -0.29]],
  "mulliken_charge": [0.374, -0.033, 0.528, -0.173, -0.215, -0.248, -0.084, -0.113, -0.035],
  "total_energy_ha": -2250.73614,
  "de_lowest_kj_mol": 473.64,
  "largest_force_ev_per_a": 3.00,
  "orbital_gap_ev": [5.38, 4.86],
  "homo_ev": [-7.7, -7.6]
}